(1)
DFT (wB97M-V/def2-TZVPD) results for an isolated molecule of C5H6N2O2 in a non-equilibrium geometry.

Each atom is followed by the atoms it is bonded to, with distances in Å.
Atoms and positions in Å:
1 C -0.927 1.570 -0.987  C2 1.389, C3 1.380, H10 1.077
2 C -0.174 2.133 0.036  C1 1.389, C4 1.373, H11 1.077
3 C -0.890 0.200 -1.151  C1 1.380, C5 1.390, H12 1.077
4 C 0.608 1.324 0.822  C2 1.373, N6 1.349, H13 1.079
5 C -0.096 -0.590 -0.329  C3 1.390, N6 1.368, O9 1.338
6 N 0.689 -0.009 0.629  C4 1.349, C5 1.368, O8 1.276
7 N 0.070 -2.791 0.567  O9 1.443, H14 1.018, H15 1.034
8 O 1.495 -0.705 1.333  N6 1.276
9 O -0.059 -1.907 -0.566  C5 1.338, N7 1.443
10 H -1.540 2.181 -1.627  C1 1.077
11 H -0.186 3.195 0.219  C2 1.077
12 H -1.467 -0.301 -1.910  C3 1.077
13 H 1.236 1.694 1.617  C4 1.079
14 H 0.465 -3.637 0.163  N7 1.018
15 H 0.776 -2.356 1.184  N7 1.034

* Kohn-Sham gap (alpha / beta): 8.97 / 8.97 eV
* E_LUMO (alpha / beta): 0.6 / 0.6 eV
* relative energy (zero: lowest compared OMol25 entry of this formula, charge and spin): 89.8 kcal per mole
* SMILES string: NOc1cccc[n+]1[O-]
* net charge: 0
* molar mass: 126.115 g/mol

Mulliken atomic charge list, values in e, 6 entries: -0.275, -0.571, -0.483, -0.359, 0.574, 0.568

---

(2)
DFT (wB97M-V/def2-TZVPD) results for an isolated molecule of C5H6N2O5 in a non-equilibrium geometry.

Each atom is followed by the atoms it is bonded to, with distances in Å.
Atoms and positions in Å:
1 C -1.118 -2.088 1.474  C2 1.290, O8 1.149
2 C -1.691 -1.431 0.522  C1 1.290, C3 1.503, H13 1.022
3 C -1.065 -0.667 -0.612  C2 1.503, C4 1.621, H15 1.109, H16 1.057
4 C -0.695 0.858 -0.208  C3 1.621, C5 1.445, H17 1.172, H18 1.124
5 C 0.740 0.941 -0.356  C4 1.445, N6 1.425, N7 1.307
6 N 1.316 1.690 -1.423  C5 1.425, O9 1.219, O10 1.250
7 N 1.610 0.402 0.457  C5 1.307, O11 1.180, O12 1.371
8 O -0.377 -2.660 2.140  C1 1.149
9 O 0.555 2.453 -1.994  N6 1.219
10 O 2.522 1.563 -1.721  N6 1.250
11 O 2.787 0.452 0.385  N7 1.180
12 O 0.963 -0.062 1.573  N7 1.371, H14 0.961
13 H -2.699 -1.588 0.458  C2 1.022
14 H 1.466 -0.749 2.018  O12 0.961
15 H -0.160 -1.090 -1.095  C3 1.109
16 H -1.760 -0.726 -1.406  C3 1.057
17 H -1.245 1.539 -0.986  C4 1.172
18 H -1.147 1.161 0.775  C4 1.124

* Kohn-Sham gap: 8.71 eV
* E_LUMO: -0.6 eV
* relative energy (zero: lowest compared OMol25 entry of this formula, charge and spin): 206.8 kcal per mole
* SMILES string: O=C=CCC/C([N+](=O)[O-])=[N+](/[O-])O
* net charge: 0
* molar mass: 174.112 g/mol

Mulliken atomic charge list, values in e, 6 entries: 0.637, -0.740, -0.767, -0.340, -0.207, 0.914

---

(3)
DFT (wB97M-V/def2-TZVPD) results for an isolated molecule of C5H6N2OS in a non-equilibrium geometry.

Each atom is followed by the atoms it is bonded to, with distances in Å.
Atoms and positions in Å:
1 C -3.342 -0.700 -0.141  C2 1.393, N6 1.345, H10 1.073
2 C -2.130 -1.357 -0.338  C1 1.393, N7 1.363, H11 1.065
3 C -1.844 0.700 0.345  N6 1.307, N7 1.341, H12 1.032
4 C 0.406 -0.612 0.058  N7 1.617, O8 1.274, S9 1.646
5 C 2.249 0.700 -0.036  O8 1.423, H13 1.130, H14 1.110, H15 1.086
6 N -3.139 0.581 0.214  C1 1.345, C3 1.307
7 N -1.197 -0.415 -0.026  C2 1.363, C3 1.341, C4 1.617
8 O 0.835 0.570 -0.146  C4 1.274, C5 1.423
9 S 1.092 -2.108 0.049  C4 1.646
10 H -4.333 -1.082 -0.297  C1 1.073
11 H -1.839 -2.370 -0.495  C2 1.065
12 H -1.321 1.567 0.544  C3 1.032
13 H 2.606 0.419 -1.071  C5 1.130
14 H 2.660 -0.023 0.699  C5 1.110
15 H 2.414 1.744 0.212  C5 1.086

* Kohn-Sham gap: 8.54 eV
* E_LUMO: -0.2 eV
* relative energy (zero: lowest compared OMol25 entry of this formula, charge and spin): 33.1 kcal per mole
* SMILES string: COC(=S)n1ccnc1
* net charge: 0
* molar mass: 142.183 g/mol

Mulliken atomic charge list, values in e, 6 entries: -0.434, -0.186, -0.130, 0.369, -0.691, -0.610

---

(4)
DFT (wB97M-V/def2-TZVPD) results for an isolated molecule of C5H6N2OS in a non-equilibrium geometry.

Each atom is followed by the atoms it is bonded to, with distances in Å.
Atoms and positions in Å:
1 C -1.681 0.386 -0.523  C2 1.417, C3 1.340, H10 1.016
2 C -0.752 1.451 -0.619  C1 1.417, C4 1.368, H11 1.077
3 C -1.564 -0.852 -0.025  C1 1.340, C5 1.573, H12 1.073
4 C 0.377 1.418 0.153  C2 1.368, O8 1.195
5 C -0.299 -1.257 0.818  C3 1.573, N7 1.372, H13 1.156, H14 1.132
6 N 3.196 -0.045 -0.507  S9 1.497, H15 1.010
7 N 0.813 -0.597 0.361  C5 1.372, S9 1.586
8 O 1.373 1.901 0.605  C4 1.195
9 S 2.210 -1.122 -0.179  N6 1.497, N7 1.586
10 H -2.571 0.474 -1.007  C1 1.016
11 H -0.990 2.178 -1.377  C2 1.077
12 H -2.435 -1.477 0.007  C3 1.073
13 H -0.465 -0.996 1.932  C5 1.156
14 H -0.079 -2.367 0.798  C5 1.132
15 H 2.867 0.907 -0.438  N6 1.010

* Kohn-Sham gap: 7.09 eV
* E_LUMO: -0.7 eV
* relative energy (zero: lowest compared OMol25 entry of this formula, charge and spin): 99.4 kcal per mole
* net charge: 0
* molar mass: 142.183 g/mol

Mulliken atomic charge list, values in e, 6 entries: -0.070, -0.899, -0.626, 0.836, -0.386, -0.478

---

(5)
DFT (wB97M-V/def2-TZVPD) results for an isolated molecule of C5H6N2OS in a non-equilibrium geometry.

Each atom is followed by the atoms it is bonded to, with distances in Å.
Atoms and positions in Å:
1 C 0.971 1.620 0.437  C2 1.447, N6 1.322, H10 1.071
2 C 2.309 1.105 0.239  C1 1.447, S9 1.749, H11 1.023
3 C -1.193 -1.160 -0.038  C5 1.476, N7 1.395, O8 1.197
4 C 1.186 -1.237 -0.015  N7 1.367, S9 1.643, H12 1.074
5 C -2.272 -0.185 -0.294  C3 1.476, H13 1.120, H14 1.081, H15 1.146
6 N -0.212 1.041 0.326  C1 1.322, N7 1.587
7 N 0.034 -0.505 0.066  C3 1.395, C4 1.367, N6 1.587
8 O -1.296 -2.351 -0.081  C3 1.197
9 S 2.689 -0.575 -0.064  C2 1.749, C4 1.643
10 H 0.917 2.676 0.604  C1 1.071
11 H 3.114 1.732 0.173  C2 1.023
12 H 0.974 -2.286 -0.111  C4 1.074
13 H -2.515 0.525 0.537  C5 1.120
14 H -3.046 -0.808 -0.719  C5 1.081
15 H -1.660 0.408 -1.061  C5 1.146

* Kohn-Sham gap (alpha / beta): 6.29 / 6.30 eV
* E_LUMO (alpha / beta): -0.8 / -0.8 eV
* relative energy (zero: lowest compared OMol25 entry of this formula, charge and spin): 86.0 kcal per mole
* net charge: 0
* molar mass: 142.183 g/mol

Mulliken atomic charge list, values in e, 6 entries: -0.124, -0.564, 0.665, 0.025, -0.933, -0.587

---

(6)
DFT (wB97M-V/def2-TZVPD) results for an isolated molecule of C5H6N2S in a non-equilibrium geometry.

Each atom is followed by the atoms it is bonded to, with distances in Å.
Atoms and positions in Å:
1 C -2.705 -0.104 0.526  C2 1.521, H6 1.078, H7 1.057, H8 1.086
2 C -1.331 0.081 -0.101  C1 1.521, C5 1.459, N12 1.282
3 C 1.472 1.107 -0.175  H9 1.110, N13 1.273, S14 1.781
4 C 0.538 -1.459 -0.427  C5 1.331, H10 1.085, S14 1.798
5 C -0.718 -1.106 -0.688  C2 1.459, C4 1.331, H11 1.097
6 H -2.662 -0.865 1.288  C1 1.078
7 H -3.051 0.806 0.939  C1 1.057
8 H -3.357 -0.441 -0.274  C1 1.086
9 H 2.311 1.690 -0.607  C3 1.110
10 H 0.942 -2.339 -0.916  C4 1.085
11 H -1.336 -1.820 -1.245  C5 1.097
12 N -0.808 1.237 0.082  C2 1.282, N13 1.365
13 N 0.353 1.588 -0.544  C3 1.273, N12 1.365
14 S 1.675 -0.495 0.578  C3 1.781, C4 1.798

* Kohn-Sham gap: 9.48 eV
* E_LUMO: 0.4 eV
* relative energy (zero: lowest compared OMol25 entry of this formula, charge and spin): 63.2 kcal per mole
* SMILES string: CC1=NN=CSC=C1
* net charge: 0
* molar mass: 126.184 g/mol

Mulliken atomic charge list, values in e, 6 entries: -1.149, 0.898, -0.042, -0.395, -0.463, 0.291